Record 1
Below is a 11-piece molecular cluster, C58H126BF16N7O6PS2 overall at a distorted geometry, with properties calculated with ωB97M-V with the def2-TZVPD basis set.

Structure (XYZ):
```
217
Properties=species:S:1:pos:R:3:lowdin_charge:R:1
C 0.7926 2.1753 3.8563 -0.07
C 0.5993 3.0794 2.5967 -0.20
C 0.3729 4.5632 3.0512 -0.10
N -0.4540 5.4416 2.0621 -0.22
C 0.1955 5.5955 0.6730 0.04
C -0.5623 6.8756 2.6176 -0.12
C -1.6340 6.8372 3.7271 -0.12
C -2.7057 5.7599 3.2693 -0.14
C -1.9806 4.9868 2.2008 -0.07
H 1.5858 2.5575 4.4988 0.08
H 1.0935 1.1819 3.5238 0.06
H -0.1063 2.0452 4.4591 0.07
H -0.2053 2.7799 1.9252 0.10
H 1.4729 3.1002 1.9451 0.09
H 1.3370 4.9836 3.3374 0.13
H -0.2155 4.5837 3.9686 0.12
H 0.3145 4.5701 0.3230 0.07
H 1.1599 6.0882 0.7966 0.11
H -0.5108 6.1733 0.0768 0.11
H -0.9159 7.5149 1.8086 0.13
H 0.3799 7.3296 2.9246 0.13
H -2.1449 7.7924 3.6057 0.12
H -1.2188 6.6102 4.7089 0.11
H -3.5508 6.2558 2.7919 0.11
H -3.0011 5.0707 4.0604 0.10
H -2.4286 5.4342 1.3135 0.13
H -2.0133 3.8994 2.1333 0.12
C -1.6622 -3.3542 -3.2767 -0.07
C -2.8102 -4.0725 -2.6053 -0.20
C -2.3066 -5.1385 -1.5853 -0.11
N -3.4473 -5.6957 -0.7394 -0.21
C -4.3439 -6.5203 -1.7477 0.05
C -4.2528 -4.5944 -0.0400 -0.11
C -4.4014 -4.9701 1.4509 -0.12
C -3.1249 -5.8317 1.7626 -0.10
C -2.9441 -6.5897 0.4167 -0.08
H -1.2182 -2.5495 -2.6907 0.06
H -2.0535 -2.8007 -4.1303 0.07
H -0.8652 -4.0813 -3.4324 0.08
H -3.3805 -4.5584 -3.3971 0.11
H -3.4616 -3.3622 -2.0963 0.07
H -1.6073 -4.7651 -0.8372 0.11
H -1.7872 -5.9259 -2.1315 0.13
H -3.8722 -7.2811 -2.3695 0.11
H -4.8397 -5.8182 -2.4180 0.09
H -5.0559 -7.0734 -1.1351 0.10
H -5.2269 -4.4952 -0.5188 0.13
H -3.8126 -3.5986 -0.0925 0.09
H -5.3483 -5.4765 1.6381 0.12
H -4.4341 -4.0729 2.0690 0.12
H -3.2824 -6.5043 2.6057 0.12
H -2.2336 -5.2373 1.9635 0.11
H -3.6194 -7.4452 0.4072 0.12
H -1.9400 -6.9248 0.1568 0.11
C -5.4887 -1.5283 -1.9154 -0.10
C -4.3750 -0.5006 -2.0214 -0.22
C -4.3546 0.0910 -3.4269 -0.12
N -3.2087 1.0323 -3.6308 -0.23
C -3.2132 2.1322 -2.5220 0.07
C -3.2884 1.7796 -4.9673 -0.11
C -1.9179 2.3396 -5.3354 -0.15
C -0.9870 1.2260 -4.7949 -0.11
C -1.8810 0.3126 -3.8515 -0.06
H -5.4115 -2.4334 -2.5179 0.07
H -6.4616 -1.0864 -2.1307 0.09
H -5.4450 -1.8907 -0.8883 0.07
H -3.4577 -0.9978 -1.7059 0.08
H -4.6491 0.1822 -1.2173 0.11
H -5.2969 0.5604 -3.7095 0.15
H -4.1872 -0.6821 -4.1767 0.13
H -4.1885 2.6134 -2.4487 0.12
H -2.3191 2.7140 -2.7461 0.10
H -2.9799 1.7356 -1.5338 0.09
H -4.0860 2.5225 -4.9782 0.14
H -3.4814 1.0764 -5.7774 0.14
H -1.7620 3.3464 -4.9481 0.11
H -1.7369 2.5205 -6.3950 0.12
H -0.0915 1.7032 -4.3967 0.09
H -0.5649 0.6225 -5.5984 0.10
H -1.4149 0.1945 -2.8733 0.11
H -2.0069 -0.6466 -4.3535 0.11
C 2.3656 -0.7039 -6.5213 -0.08
C 3.2923 -1.2109 -5.3930 -0.20
C 2.4968 -1.2509 -4.0606 -0.11
N 3.3326 -1.3911 -2.8154 -0.19
C 2.3491 -1.5588 -1.6273 0.04
C 4.3696 -0.1761 -2.4414 -0.02
C 5.5540 -0.8369 -1.6908 -0.16
C 5.3172 -2.2633 -1.7373 -0.20
C 4.3123 -2.5841 -2.7853 -0.10
H 1.5883 -1.4481 -6.6948 0.07
H 2.8217 -0.7420 -7.5106 0.08
H 1.8205 0.2042 -6.2637 0.06
H 4.2562 -0.7020 -5.3983 0.11
H 3.5952 -2.2394 -5.5888 0.10
H 1.6337 -1.9156 -4.0972 0.14
H 2.1031 -0.2686 -3.7995 0.10
H 1.6532 -0.7199 -1.6196 0.10
H 2.9937 -1.5152 -0.7494 0.10
H 1.8555 -2.5262 -1.7204 0.09
H 3.8909 0.6066 -1.8528 0.09
H 4.6726 0.2728 -3.3873 0.12
H 5.4948 -0.4656 -0.6677 0.11
H 6.5574 -0.5126 -1.9670 0.13
H 5.0511 -2.7490 -0.7985 0.12
H 6.1702 -2.8005 -2.1520 0.13
H 3.6924 -3.4579 -2.5846 0.12
H 4.6991 -2.7007 -3.7977 0.13
C -3.2182 -0.0863 5.7491 -0.09
C -3.9775 0.7568 6.7848 -0.22
C -4.3196 2.1717 6.2713 -0.09
N -4.8940 3.0514 7.4216 -0.21
C -4.0314 3.0311 8.7749 0.07
C -6.3551 2.7264 7.8246 -0.06
C -6.9279 4.0850 8.4081 -0.13
C -6.2749 5.1777 7.5522 -0.13
C -5.0600 4.4835 6.9168 -0.11
H -3.7679 -0.1582 4.8105 0.07
H -2.7853 -1.0174 6.1148 0.08
H -2.3234 0.4212 5.3889 0.06
H -3.2909 0.6775 7.6277 0.10
H -4.9170 0.2901 7.0810 0.11
H -4.9481 2.1428 5.3812 0.11
H -3.3661 2.6506 6.0486 0.12
H -4.0584 2.0031 9.1361 0.09
H -4.4062 3.6868 9.5608 0.10
H -3.0478 3.3532 8.4329 0.10
H -6.4030 1.8725 8.5003 0.13
H -6.8257 2.4588 6.8785 0.13
H -6.6757 4.2709 9.4521 0.10
H -8.0159 4.0446 8.4613 0.12
H -5.9345 5.9785 8.2086 0.12
H -7.0259 5.4722 6.8191 0.13
H -4.1735 5.0844 7.1195 0.13
H -5.2030 4.3793 5.8412 0.10
C 5.8839 2.6905 1.9699 -0.08
C 6.5587 3.6645 1.0352 -0.25
C 5.6322 4.6360 0.3662 -0.11
N 6.4254 5.5139 -0.6392 -0.23
C 7.4901 6.4031 -0.0014 0.04
C 5.4015 6.4618 -1.3770 -0.05
C 6.1540 6.8722 -2.6709 -0.14
C 7.1045 5.7557 -2.9468 -0.17
C 6.9917 4.6801 -1.8382 -0.05
H 4.9303 2.2745 1.6448 0.08
H 5.7900 3.2119 2.9225 0.08
H 6.5892 1.8641 2.0580 0.08
H 7.0745 3.0879 0.2673 0.11
H 7.3648 4.2436 1.4857 0.11
H 5.1377 5.3323 1.0436 0.14
H 4.8299 4.2310 -0.2505 0.11
H 8.1983 5.8044 0.5715 0.10
H 6.9981 7.1376 0.6361 0.11
H 8.0826 6.9089 -0.7638 0.11
H 5.1120 7.2022 -0.6312 0.13
H 4.5140 5.8966 -1.6615 0.11
H 6.6904 7.8198 -2.6215 0.12
H 5.4690 6.8960 -3.5185 0.12
H 8.1347 6.1087 -2.9013 0.11
H 7.0809 5.3544 -3.9600 0.13
H 7.9150 4.2425 -1.4587 0.13
H 6.2684 3.9072 -2.0981 0.13
C 4.6750 -7.7582 -4.0784 -0.10
C 4.0827 -8.2240 -2.8137 -0.24
C 2.7510 -7.6259 -2.3952 -0.13
N 2.4747 -7.6405 -0.8985 -0.23
C 2.3246 -9.1495 -0.5802 0.04
C 1.1250 -6.9211 -0.6927 -0.08
C 1.5278 -5.6269 0.0936 -0.15
C 2.7115 -6.0520 0.8983 -0.17
C 3.5463 -6.8860 -0.0027 -0.05
H 5.1096 -6.7587 -4.0649 0.08
H 4.0477 -7.7716 -4.9697 0.09
H 5.5263 -8.3925 -4.3258 0.09
H 4.8323 -8.0813 -2.0353 0.11
H 3.9521 -9.3014 -2.9148 0.12
H 1.8970 -8.0347 -2.9352 0.14
H 2.7244 -6.5371 -2.4406 0.12
H 3.3492 -9.5101 -0.6709 0.10
H 1.6229 -9.5835 -1.2925 0.12
H 1.9847 -9.2665 0.4488 0.10
H 0.5471 -7.4786 0.0443 0.11
H 0.4740 -6.9390 -1.5668 0.13
H 0.7076 -5.1678 0.6454 0.11
H 1.8163 -4.9859 -0.7395 0.10
H 2.3103 -6.6462 1.7193 0.13
H 3.2884 -5.2246 1.3116 0.13
H 4.1003 -7.6621 0.5253 0.14
H 4.1004 -6.2663 -0.7077 0.14
P 2.0264 3.2260 -2.1580 0.26
F 1.6540 1.8154 -2.7936 -0.14
F 1.8876 2.7262 -0.5830 -0.19
F 3.6244 2.7222 -2.1445 -0.21
F 2.3932 4.7165 -1.5105 -0.22
F 2.2241 3.9652 -3.5896 -0.16
F 0.4878 3.7856 -2.1919 -0.18
B 1.8341 -5.0505 -4.9311 -1.41
F 3.2194 -4.7914 -5.0495 0.09
F 1.4098 -6.3183 -5.1542 0.16
F 1.5184 -4.6578 -3.6170 0.07
F 1.1997 -4.3405 -5.8809 0.17
C -0.0176 -1.0050 1.7969 -0.67
F -0.7450 -0.1125 2.4607 0.11
F 0.9273 -0.3421 1.1528 0.12
F 0.4758 -1.8483 2.7210 0.13
S -1.1113 -1.8542 0.4878 0.53
O -0.1847 -2.8777 -0.0208 -0.36
O -2.2288 -2.3306 1.3105 -0.32
O -1.4105 -0.7788 -0.5051 -0.36
C -5.2099 2.4036 1.7715 -0.64
F -4.5046 1.6534 2.6168 0.11
F -4.4464 3.0932 0.9490 0.12
F -6.0186 1.6646 0.9837 0.10
S -6.3959 3.5862 2.8727 0.57
O -7.5331 4.0439 2.0222 -0.34
O -6.8338 2.6776 3.9459 -0.37
O -5.4534 4.6803 3.3505 -0.41
```

Output
**Gap between HOMO and LUMO**: 0.311 Eh
**E_tot**: -5880.2010 Eh
**Charge**: +3
**HOMO energy**: -13.22 eV
**E_LUMO**: -4.740 eV

Record 2
Below is one molecule with the formula C3H5N at a distorted geometry, with properties calculated with ωB97M-V with the def2-TZVPD basis set.

Structure (XYZ):
```
9
Properties=species:S:1:pos:R:3:lowdin_charge:R:1
C 0.9829 -0.4306 -0.0288 -0.14
C -0.2437 0.5426 -0.0224 -0.30
C -1.5379 -0.0588 -0.0766 -0.27
N -2.6519 -0.3105 0.0111 0.14
H 0.6534 -1.5243 -0.5117 0.12
H 1.8755 0.0586 -0.6477 0.09
H 1.2618 -0.5150 1.2643 0.15
H -0.1847 1.0765 0.9245 0.11
H -0.1555 1.1616 -0.9127 0.11
```

Output
**Gap between HOMO and LUMO**: 0.447 Eh
**E_tot**: -172.0020 Eh
**Energy above the lowest of the compared OMol25 structures with the same formula, charge and spin**: 1.445 eV
**Charge**: 0
**HOMO energy**: -11.53 eV
**E_LUMO**: 0.642 eV

Record 3
Below is C2Br2F4O2S as an isolated structure at a distorted geometry, with properties calculated with ωB97M-V with the def2-TZVPD basis set.

Structure (XYZ):
```
11
Properties=species:S:1:pos:R:3:lowdin_charge:R:1
C -0.1075 -0.7110 1.7040 -1.04
C -0.3137 -0.4886 -0.2448 -0.82
O 2.0325 0.3391 -1.1531 -0.40
O -0.2148 1.0540 -2.0606 -0.36
F -0.7667 -1.7256 2.0174 0.13
F 1.2157 -0.9327 1.9625 0.01
F 0.0638 -1.6000 -0.9208 -0.01
F 0.0503 2.3017 -2.6825 -0.10
S 0.8386 1.0325 -0.7560 0.97
Br -0.5716 0.9019 2.4638 0.87
Br -2.2266 -0.1713 -0.3300 0.77
```

Output
**Gap between HOMO and LUMO**: 0.373 Eh
**E_tot**: -6172.1399 Eh
**Energy above the lowest of the compared OMol25 structures with the same formula, charge and spin**: 5.687 eV
**Charge**: 0
**HOMO energy**: -10.34 eV
**E_LUMO**: -0.199 eV